# 1
119
Properties=species:S:1:pos:R:3:mulliken_charge:R:1 method="wB97M-V/def2-TZVPD" energy_ha=-3833.32664 relative_energy_kj_mol=67.0 gap_ha=0.218 total_charge=+1
Y 1.072 0.655 0.166 0.2536
C 0.255 -2.233 1.453 -1.7683
P -0.967 -0.846 1.479 2.1762
C -1.732 -1.023 3.096 -0.0694
C -2.561 -2.106 3.394 -0.3940
C -3.052 -2.266 4.679 -0.7317
C -2.708 -1.356 5.671 -0.6968
C -1.874 -0.286 5.383 -1.1444
C -1.387 -0.116 4.095 0.2369
C -2.185 -1.162 0.179 0.0213
C -3.542 -0.907 0.382 -0.7531
C -4.419 -0.914 -0.694 -0.6981
C -3.950 -1.160 -1.976 -0.9227
C -2.603 -1.423 -2.182 -0.5498
C -1.720 -1.428 -1.112 0.2639
C 1.543 -2.100 0.672 1.2741
C 2.680 -2.829 0.927 -1.7295
C 3.539 -2.633 -0.177 -1.3332
C 2.894 -1.784 -1.045 -1.3286
C 3.351 -1.442 -2.430 -0.3484
P 1.999 -1.851 -3.628 0.3874
C 1.846 -3.644 -3.368 0.5151
C 2.875 -4.527 -3.693 -0.4894
C 2.747 -5.879 -3.432 -0.6914
C 1.585 -6.367 -2.846 -0.5410
C 0.553 -5.501 -2.525 -0.6034
C 0.685 -4.145 -2.789 -0.2369
C 2.836 -1.776 -5.249 0.1725
C 4.114 -1.255 -5.434 -0.2234
C 4.669 -1.173 -6.704 -0.7976
C 3.957 -1.618 -7.808 -0.4710
C 2.683 -2.144 -7.634 -0.6309
C 2.129 -2.215 -6.369 -0.4469
N 1.657 -1.420 -0.538 1.9609
H -0.258 -3.159 1.166 0.6512
H 0.512 -2.322 2.513 0.6661
H -2.824 -2.817 2.619 0.4729
H -3.698 -3.103 4.910 0.4650
H -3.091 -1.488 6.674 0.4267
H -1.599 0.414 6.161 0.5027
H -0.722 0.712 3.871 0.4884
H -3.912 -0.699 1.379 0.3872
H -5.471 -0.721 -0.533 0.5556
H -4.637 -1.146 -2.812 0.4170
H -2.228 -1.623 -3.179 0.5859
H -0.667 -1.631 -1.280 -0.3778
H 2.837 -3.472 1.779 0.6625
H 4.504 -3.084 -0.350 0.6393
H 4.245 -2.035 -2.638 1.1456
H 3.620 -0.390 -2.559 -0.1638
H 3.780 -4.154 -4.159 0.3547
H 3.550 -6.558 -3.688 0.4265
H 1.488 -7.427 -2.648 0.3918
H -0.357 -5.879 -2.076 0.4549
H -0.128 -3.469 -2.544 0.1939
H 4.704 -0.911 -4.590 0.3023
H 5.665 -0.768 -6.830 0.4207
H 4.391 -1.557 -8.796 0.3975
H 2.123 -2.498 -8.490 0.4176
H 1.132 -2.627 -6.248 0.3487
C 3.175 -1.548 6.588 -0.7976
O 2.687 -0.231 6.806 -0.4610
C 2.337 0.494 5.739 1.2123
C 1.881 1.799 6.035 -1.1638
C 1.506 2.614 5.012 -0.9164
C 1.534 2.188 3.660 0.4259
C 1.119 3.067 2.607 0.6270
C 0.801 4.510 2.898 -2.0696
O 0.985 2.689 1.425 0.3857
C 1.994 0.873 3.377 -0.9671
O 2.061 0.385 2.167 0.2560
C 2.402 0.043 4.438 -0.2981
H 3.404 -1.942 7.573 0.2476
H 4.080 -1.529 5.978 0.3345
H 2.414 -2.171 6.112 0.3142
H 1.851 2.121 7.066 0.4838
H 1.167 3.615 5.245 0.4878
H 1.609 4.995 3.443 0.4548
H -0.096 4.581 3.516 0.3886
H 0.624 5.026 1.957 0.3395
H 2.760 -0.944 4.175 0.4559
I 4.001 1.321 0.534 0.4596
I 5.327 2.082 -1.647 -0.2212
C 2.254 1.529 -4.515 -1.3200
C 1.634 2.040 -3.239 -0.1983
O 1.620 1.035 -2.204 0.5116
H 2.200 2.306 -5.278 0.5441
H 1.726 0.653 -4.898 0.2482
H 3.302 1.265 -4.370 0.1627
H 0.615 2.393 -3.406 0.3411
H 2.229 2.860 -2.836 0.4230
H 1.402 0.174 -2.613 -0.5104
C -6.571 1.770 0.690 -0.8048
C -6.122 3.221 0.791 -0.8830
N -4.675 3.399 0.647 0.2926
C -3.889 3.726 1.833 -1.1523
C -3.539 2.515 2.679 -0.3759
C -4.158 3.268 -0.599 0.0044
O -4.838 3.050 -1.587 -0.6505
C -2.666 3.422 -0.744 -0.1285
C -2.089 4.636 -1.079 -0.0620
C -0.712 4.702 -1.238 -1.5708
C 0.032 3.552 -1.066 -0.3435
N -0.517 2.362 -0.786 0.5199
C -1.839 2.313 -0.636 -0.0875
H -7.638 1.695 0.901 0.4535
H -6.041 1.139 1.406 0.1036
H -6.391 1.391 -0.314 0.2298
H -6.399 3.644 1.758 0.4386
H -6.614 3.814 0.018 0.4171
H -4.464 4.447 2.418 0.3909
H -2.982 4.242 1.522 0.4444
H -4.431 1.966 2.986 0.3917
H -3.011 2.819 3.584 0.5005
H -2.894 1.827 2.127 -0.2001
H -2.702 5.520 -1.203 0.5478
H -0.222 5.632 -1.488 0.4857
H 1.110 3.584 -1.141 0.6970
H -2.271 1.341 -0.424 0.2659


# 2
19
Properties=species:S:1:pos:R:3:mulliken_charge:R:1 method="wB97M-V/def2-TZVPD" energy_ha=-667.27109 relative_energy_kj_mol=62.5 gap_ha=0.369 total_charge=0
C -1.128 0.625 -0.331 -0.7422
N 0.069 -0.009 0.213 -0.4558
C 1.042 -0.270 -0.876 -0.3014
C 2.447 -0.252 -0.301 -0.8361
S 3.748 -0.488 -1.545 -0.2157
C -2.187 0.811 0.733 -0.4521
N -2.276 -0.436 1.543 -0.7375
H -0.811 1.574 -0.764 0.4171
H -1.529 0.174 -1.257 0.3395
H -0.356 -0.903 0.460 0.3110
H 0.919 0.574 -1.560 0.3122
H 0.890 -1.234 -1.350 0.2994
H 2.683 0.634 0.281 0.3979
H 2.537 -1.038 0.441 0.3484
H 3.556 -1.801 -1.726 0.1111
H -1.861 1.602 1.412 0.2843
H -3.161 1.037 0.308 0.3971
H -1.498 -0.340 2.188 0.2615
H -3.083 -0.258 2.132 0.2614


# 3
80
Properties=species:S:1:pos:R:3:mulliken_charge:R:1 method="wB97M-V/def2-TZVPD" energy_ha=-2905.28662 relative_energy_kj_mol=60.8 gap_ha=0.250 total_charge=+1
W 1.369 -1.234 1.390 2.0881
C 4.024 0.526 3.783 -0.9102
C 3.575 1.692 2.955 0.3787
N 3.837 2.907 3.390 -0.5823
C 3.483 3.981 2.698 -1.0718
C 2.868 3.914 1.464 0.9021
C 2.469 5.195 0.758 -1.0575
O 1.200 5.134 0.126 -0.5144
C 2.615 2.644 0.917 0.4528
C 2.105 2.467 -0.435 -0.4511
N 1.857 1.312 -0.908 0.1947
C 1.397 0.996 -2.154 0.5164
C 0.726 1.853 -3.043 -0.7480
C 0.348 1.419 -4.299 -0.8848
C 0.610 0.117 -4.710 -0.4959
C 1.243 -0.762 -3.843 -0.5712
C 1.600 -0.313 -2.588 0.1058
I 2.625 -1.640 -1.219 0.2307
C 2.905 1.504 1.724 0.3736
O 2.586 0.284 1.288 -0.4219
H 3.956 0.767 4.842 0.3197
H 5.069 0.303 3.555 0.3285
H 3.438 -0.358 3.564 -0.0478
H 3.707 4.940 3.154 0.3697
H 3.189 5.424 -0.031 0.3252
H 2.499 6.010 1.486 0.4484
H 0.510 5.108 0.797 0.3217
H 1.962 3.373 -1.024 0.4685
H 0.526 2.869 -2.725 0.4882
H -0.145 2.108 -4.972 0.4477
H 0.341 -0.216 -5.703 0.4564
H 1.484 -1.771 -4.152 0.5331
C 3.362 -3.425 2.057 -0.8719
O 2.893 -2.095 1.954 -0.3496
H 3.883 -3.545 3.005 0.2861
H 4.062 -3.631 1.244 0.3165
H 2.523 -4.121 2.008 0.2975
F 1.472 -1.883 4.492 -0.3758
C 0.939 -0.650 4.451 0.5363
C 0.719 -0.072 3.203 -0.2219
C 0.229 1.223 3.250 -0.1350
F -0.094 1.843 2.098 -0.5318
C 0.003 1.921 4.420 0.2643
F -0.421 3.182 4.375 -0.3317
C 0.228 1.294 5.634 0.6813
F 0.008 1.940 6.766 -0.3128
C 0.697 -0.011 5.653 0.2919
F 0.921 -0.616 6.812 -0.3067
C -3.261 0.928 -2.864 -1.1544
O -2.612 -0.334 -2.938 0.3051
C -3.264 -1.343 -3.544 1.0919
C -4.450 -1.186 -4.248 -0.7917
C -5.043 -2.266 -4.884 -0.7934
C -4.455 -3.519 -4.838 -0.7946
C -3.278 -3.691 -4.133 -0.4983
C -2.690 -2.627 -3.463 -0.1642
N -1.477 -2.865 -2.749 0.3603
C -1.096 -2.408 -1.578 -0.6516
C -1.922 -1.862 -0.559 0.8670
C -3.272 -2.245 -0.403 -0.6524
C -4.049 -1.726 0.599 -0.9618
C -3.495 -0.792 1.480 -0.8507
C -2.170 -0.428 1.371 -0.7286
C -1.360 -0.953 0.364 0.1392
O -0.086 -0.551 0.248 0.0650
H -2.622 1.551 -2.246 0.2070
H -4.243 0.836 -2.392 0.4685
H -3.369 1.380 -3.852 0.3690
H -4.915 -0.213 -4.312 0.4886
H -5.967 -2.118 -5.426 0.4412
H -4.913 -4.357 -5.343 0.4080
H -2.817 -4.670 -4.070 0.4602
H -0.816 -3.454 -3.237 0.4592
H -0.036 -2.507 -1.375 0.6910
H -3.689 -2.994 -1.062 0.5213
H -5.077 -2.042 0.704 0.4729
H -4.101 -0.361 2.266 0.5021
H -1.741 0.282 2.059 0.4499
O 0.166 -2.463 2.075 -0.4199
O 0.716 -2.911 0.842 -0.5357


# 4
8
Properties=species:S:1:pos:R:3:mulliken_charge:R:1 method="wB97M-V/def2-TZVPD" multiplicity=2 energy_ha=-2007.71354 relative_energy_kj_mol=0.0 gap_ha="0.231 / 0.247" s2=0.77 total_charge=+1
C 0.072 -0.718 0.634 -0.5160
C 0.347 -1.879 0.859 0.3629
H 0.618 -2.898 1.070 0.4112
O 1.517 1.220 -1.280 -0.2089
C 0.474 1.333 -0.691 0.5332
C -0.340 0.570 0.155 -0.5590
H -1.052 1.133 0.777 0.5073
Zn -1.636 1.240 -1.523 0.4693


# 5
19
Properties=species:S:1:pos:R:3:mulliken_charge:R:1 method="wB97M-V/def2-TZVPD" energy_ha=-365.17303 relative_energy_kj_mol=153.4 gap_ha=0.296 total_charge=0
C -0.728 0.916 -1.578 -1.7083
C -0.228 -1.426 1.489 -1.2930
C 1.365 0.292 -0.370 0.4903
C 0.003 0.375 -0.363 0.5730
C -0.807 -0.200 0.711 0.6478
N 2.154 0.340 -1.484 -0.5725
C -2.025 0.233 1.080 -1.1880
O 2.133 0.246 0.759 -0.5947
H 1.582 0.586 1.484 0.4173
H 3.042 -0.122 -1.301 0.2799
H 1.696 -0.010 -2.318 0.2431
H -1.027 0.105 -2.248 0.3090
H -1.615 1.494 -1.307 0.3796
H -0.102 1.606 -2.156 0.4093
H 0.843 -1.622 1.415 0.3949
H -0.741 -2.327 1.139 0.3125
H -0.445 -1.304 2.556 0.3570
H -2.505 1.101 0.643 0.2387
H -2.596 -0.282 1.848 0.3039